ORCA calculation (the ωB97M-V functional and the def2-TZVPD basis) on a structure of composition C28H77F2LiN8O11S2.

```
129
Properties=species:S:1:pos:R:3:forces:R:3:mulliken_charge:R:1
Li -1.2437 1.1992 -2.9943 -0.0201 0.9221 -0.7382 1.222
N -0.7557 0.5248 -1.3397 5.2744 2.7622 -2.2043 0.330
S -1.0261 -0.2608 -0.1389 -7.2168 -8.6040 9.3590 -0.050
O -0.9813 0.3358 1.2108 1.3968 -0.0581 -2.6248 -0.035
O -0.7525 -1.7123 -0.1500 0.0437 3.0519 -0.6403 -0.554
F -2.5986 -0.2450 -0.3126 -0.9737 -0.0430 -0.7017 -0.330
S 0.8460 0.7787 -0.7831 6.1645 2.8216 -0.7982 0.516
O 1.7542 -0.3483 -0.4350 -3.1820 2.4571 -0.8701 -0.438
O 1.0083 2.0154 -0.0137 -0.8069 -2.4281 -1.5752 -0.599
F 1.4085 1.1807 -2.2462 -0.5437 -0.1797 0.5036 -0.382
C 1.2446 0.0423 5.4360 -0.4162 0.4596 0.6553 -1.203
C 0.0052 0.8018 4.9502 -0.2452 0.1499 -0.8713 0.525
C 0.3050 2.0077 4.0710 0.5785 -0.3566 -0.1017 -0.761
O -0.8820 2.6447 3.5820 0.6065 -0.6640 0.8369 -0.308
C -0.5616 3.4980 2.5328 -0.9264 1.2167 -0.5239 -0.970
N -0.8891 -0.0730 4.2104 -0.9297 -0.5966 0.0783 -0.627
H 1.8820 0.6939 6.0338 0.1980 0.2203 -0.2378 0.560
H 1.8450 -0.4492 4.6705 -0.1364 0.1783 -0.2215 -0.201
H 0.9147 -0.7013 6.1615 -0.1123 -0.2757 -0.2023 0.419
H -0.5544 1.1839 5.8040 -0.0350 -0.1874 0.2829 0.325
H 0.8691 1.6199 3.2227 0.1937 0.0786 -0.3288 0.204
H 0.9396 2.7184 4.6004 0.0156 0.3713 0.0652 0.507
H -0.5218 3.0148 1.5565 0.5595 -0.3717 0.1260 0.360
H 0.2996 4.1302 2.7488 0.4708 -0.2773 -0.1144 0.486
H -1.3713 4.2201 2.4276 -0.2802 0.0594 0.1580 0.173
H -0.5249 -0.4331 3.3400 0.9417 -0.1799 0.0676 -0.024
H -1.6188 0.5010 3.8126 -0.5074 0.2421 0.3554 0.252
C 1.7421 -5.3814 1.0037 0.5748 -0.6861 -0.9373 -1.676
C 1.3697 -3.9395 0.8512 -1.5564 0.2079 1.8079 0.829
C 2.1920 -3.0660 1.8690 -0.6945 -0.5265 0.6821 -0.552
O 2.2344 -3.5401 3.2455 -0.8526 -0.6530 -0.4061 -0.381
C 0.9755 -3.4611 3.9688 1.0814 0.5052 -0.4346 -0.611
N 1.4684 -3.4571 -0.4993 1.9233 0.1721 -0.5617 -0.358
H 1.6798 -5.8609 1.9806 0.0981 0.6044 0.2159 0.258
H 2.7535 -5.4294 0.6000 0.1992 -0.6394 0.0851 0.316
H 1.0725 -5.9592 0.3668 0.1635 -0.1593 -0.2700 0.449
H 0.2898 -3.9323 0.9986 -0.2345 0.5359 1.2888 0.195
H 1.8826 -2.0245 1.9558 -0.2834 0.1733 -0.5815 0.295
H 3.2343 -3.0883 1.5509 0.0851 -0.0017 -0.0882 0.311
H 0.5931 -2.4473 3.8508 -0.4659 -0.0945 -0.1119 0.147
H 1.1737 -3.5875 5.0332 0.3872 -0.0519 -0.0465 0.257
H 0.2479 -4.2295 3.7075 0.0015 0.0736 -0.4620 0.353
H 1.6869 -2.4733 -0.4317 -0.2828 0.0655 -0.4277 -0.066
H 0.6183 -3.5751 -1.0318 0.0040 0.1374 0.2611 0.317
C 0.5449 -5.5969 -5.0461 -0.4579 -0.0047 -0.3473 -1.355
C 1.1091 -4.5641 -6.0413 0.4866 -0.0959 2.5402 0.213
C 0.8638 -3.1700 -5.4798 -0.5932 0.1960 1.0002 0.142
O 1.3672 -3.0789 -4.1199 0.5015 -0.7701 -1.6502 -0.291
C 1.3823 -1.8219 -3.5408 -0.8171 1.0007 0.5211 -0.110
N 2.5145 -4.8000 -6.1770 1.1302 -0.3776 -1.4663 -0.685
H 0.6931 -6.6088 -5.4232 -0.2836 0.0519 -0.1760 0.384
H -0.5091 -5.3543 -4.9106 -0.2398 -0.4238 -0.0422 0.326
H 0.9628 -5.5968 -4.0394 0.4151 0.4917 -0.2043 0.276
H 0.5957 -4.6568 -6.9983 0.1221 -0.0168 -0.0972 0.357
H -0.2113 -2.9918 -5.4576 -0.4360 0.1091 0.1495 -0.318
H 1.2634 -2.4304 -6.1738 0.5540 0.3428 0.1985 0.332
H 1.7490 -1.8431 -2.5145 0.1304 -0.5461 -0.1850 0.184
H 0.3674 -1.4290 -3.4799 -0.3739 0.0859 0.1089 -0.282
H 1.9340 -1.0218 -4.0343 0.4937 -0.2838 -0.5735 0.238
H 3.1016 -4.7718 -5.3557 -0.6253 0.0511 0.4069 0.274
H 2.9244 -4.1581 -6.8404 0.1236 -0.0096 -0.1406 0.263
C -2.6226 3.2850 -1.3823 -0.0257 0.9964 0.0581 -1.005
C -1.5989 4.1050 -2.1994 -0.5811 1.0287 1.3609 -0.137
C -0.5425 4.8111 -1.2829 -1.3394 -0.9665 -1.0557 -0.664
O -1.1795 5.8756 -0.6256 0.6722 0.5224 0.7361 -0.346
C -0.2116 6.8086 -0.1096 -0.1191 0.2086 -0.7128 -0.860
N -0.9644 3.2988 -3.2256 0.1917 -0.6009 -0.4726 -0.340
H -3.1879 3.9385 -0.7179 0.3635 0.2583 0.1066 0.052
H -2.1356 2.5486 -0.7430 -0.0937 -0.1733 -0.2274 0.151
H -3.4355 2.8797 -1.9848 0.3489 -0.5099 -0.3318 0.402
H -2.1133 4.9135 -2.7187 -0.2841 0.2726 0.3014 0.419
H 0.2271 5.1841 -1.9587 0.4356 0.1107 0.0776 0.652
H -0.1593 4.0410 -0.6134 0.4155 0.2355 0.2973 0.297
H 0.5509 6.3701 0.5341 -0.2760 -0.3150 0.2636 0.302
H -0.6905 7.6611 0.3721 -0.3771 -0.4825 0.2419 0.314
H 0.3304 7.2613 -0.9399 0.1574 -0.0758 -0.3423 0.359
H -0.0947 3.7311 -3.5028 0.5184 -0.0730 0.2087 0.163
H -1.5230 3.4657 -4.0503 -0.2307 -0.4279 -0.3563 0.290
C 4.6852 -0.8365 5.9335 -0.4938 0.9216 -0.7045 -1.660
C 4.6284 -1.8694 4.8008 -0.2684 0.4608 1.1531 1.632
C 5.0468 -1.3548 3.4266 -0.3639 -0.4596 0.8483 -0.899
O 4.0346 -0.5128 2.9474 0.5794 0.3941 0.4952 -0.162
C 4.2456 -0.0485 1.6440 -1.6759 0.1179 -0.3846 -0.531
N 5.4563 -2.9551 5.2685 0.7681 -0.5224 -0.2275 -0.781
H 4.1422 0.0522 5.6118 -0.0131 0.1455 0.0540 0.231
H 5.6899 -0.5156 6.2088 0.1679 -0.2643 -0.1738 0.429
H 4.1764 -1.1807 6.8339 0.0283 -0.2549 0.0036 0.438
H 3.6050 -2.2435 4.7731 -0.3082 0.4201 -0.6105 -0.454
H 5.1146 -2.2173 2.7635 0.3388 -0.2125 -0.2297 0.327
H 6.0061 -0.8424 3.4991 0.2472 0.0522 -0.1105 0.358
H 4.4510 -0.8700 0.9576 0.1279 -0.1409 -0.1268 0.379
H 4.9364 0.7722 1.4506 0.5647 -0.0499 0.6620 0.319
H 3.2518 0.3437 1.4280 0.1300 0.0989 -0.6379 -0.175
H 5.0659 -3.1914 6.1696 0.2721 -0.3710 0.1893 0.306
H 5.3381 -3.7637 4.6751 -0.0324 -0.2630 -0.0819 0.313
C -3.2289 -1.6300 -5.0264 0.8488 -0.4062 -0.8188 -1.587
C -2.2887 -0.5865 -4.4455 0.6343 -0.0241 -0.7799 0.476
C -1.2107 -0.0327 -5.4071 0.2078 -0.7444 -0.2390 -0.649
O -0.2921 0.7742 -4.6760 -1.0265 -1.2953 0.5711 0.450
C 0.8283 1.1696 -5.3904 0.9908 1.7761 0.5904 -1.130
N -2.9683 0.5659 -3.9094 -0.6915 0.8229 0.7242 -0.412
H -2.6842 -2.5504 -5.2365 0.1526 -0.1410 0.2046 0.289
H -3.5733 -1.3351 -6.0176 -0.5412 0.2636 0.1441 0.380
H -4.0343 -1.9014 -4.3440 -0.0606 0.3013 -0.1014 0.429
H -1.7288 -1.0567 -3.6371 0.0258 -0.0674 0.2394 -0.172
H -1.5819 0.5709 -6.2353 -0.6179 0.1067 -0.0620 0.639
H -0.6753 -0.8581 -5.8764 0.0939 -0.1896 0.0871 0.153
H 0.5281 1.9107 -6.1312 0.1460 -0.2888 -0.6230 0.327
H 1.5373 0.4213 -5.7448 -0.6750 -0.5284 -0.3364 0.267
H 1.4218 1.7343 -4.6714 0.0741 0.0985 0.0696 0.298
H -3.7988 0.2829 -3.4091 0.0222 -0.1844 0.5839 0.268
H -3.3660 1.1404 -4.6387 0.2187 0.1593 -0.4689 0.235
C -4.2292 4.7364 1.6597 -0.7562 -1.3006 0.5991 -1.085
C -4.7046 3.5162 2.5303 -0.3609 0.0077 -1.5770 0.330
C -4.6877 2.2221 1.6739 1.1586 1.0202 1.5558 -0.090
O -5.1091 1.1881 2.5315 -1.0909 0.6029 -0.1000 -0.429
C -5.2824 -0.0106 1.8580 0.6270 -1.2069 0.4415 -0.546
N -4.0430 3.3937 3.8017 0.8039 0.1698 0.0644 -0.705
H -4.8142 4.7490 0.7400 -0.4386 0.1561 0.0817 0.520
H -3.2176 4.6286 1.2684 0.2881 0.2970 0.6996 -0.018
H -4.4493 5.6300 2.2438 0.5387 0.1820 -0.2784 0.343
H -5.7639 3.6751 2.7322 -0.2093 0.1569 0.0694 0.317
H -3.6547 1.9773 1.4268 0.3194 0.1536 -0.6221 -0.194
H -5.2834 2.4305 0.7851 -0.3581 -0.6130 -0.1736 0.494
H -5.9157 0.0910 0.9766 -0.0309 -0.1133 -0.1068 0.309
H -5.6637 -0.7641 2.5471 -0.6147 0.2779 0.0800 0.309
H -4.3071 -0.4420 1.6329 0.2328 0.1266 -0.7581 0.049
H -4.1452 2.4507 4.1486 -0.5559 -0.1996 0.1588 0.400
H -3.0445 3.4215 3.6523 0.4097 0.3107 0.0197 0.186
```
Forces are in eV/Å.

The HOMO energy is -8.2 eV. For the energy relative to the best compared isomer or geometry (same formula, charge and spin), the calculation gives 1.502 eV. The calculation puts the total energy at -3382.1683 hartree.